# C16H18N3O3S2V

C16H18N3O3S2V as an isolated structure at a distorted geometry (ωB97M-V/def2-TZVPD, OMol25).

HOMO-LUMO gap (spin up / spin down)   5.7 / 5.2 eV
Spin multiplicity   2
Total charge   -1
Total energy   -74855.16061 eV
HOMO energy (spin up / spin down)   -2.9 / -2.4 eV

Atoms and positions in Å:
V (0.11302, 0.44456, -1.24784)
C (-0.34588, -2.45251, -0.02885)
N (0.65625, -1.38348, 0.05998)
C (0.58586, -0.73292, 1.39616)
C (-0.61022, 0.19535, 1.54106)
N (-0.50601, 1.37238, 0.66477)
C (0.41874, 2.37172, 1.24395)
C (-1.78721, 2.02796, 0.39495)
C (-2.77056, 2.08029, 1.37314)
C (-3.96641, 2.74276, 1.13353)
C (-4.14850, 3.37184, -0.09287)
C (-3.15400, 3.32607, -1.05859)
C (-1.94736, 2.64894, -0.85600)
S (-0.66060, 2.54555, -2.07501)
C (2.02265, -1.85291, -0.17374)
C (2.37776, -3.16848, 0.09217)
C (3.68276, -3.60879, -0.10157)
C (4.63117, -2.70188, -0.55070)
C (4.27229, -1.38661, -0.80781)
C (2.96474, -0.91970, -0.63812)
S (2.50234, 0.73897, -1.03167)
H (-0.26855, -3.15535, 0.80847)
H (-0.20432, -2.99267, -0.96416)
H (-1.34233, -2.02098, -0.03683)
H (1.51541, -0.18334, 1.53434)
H (0.51486, -1.49421, 2.18544)
H (-0.69059, 0.48423, 2.59952)
H (-1.53025, -0.32499, 1.27598)
H (0.01893, 2.71703, 2.20387)
H (0.49881, 3.20248, 0.54606)
H (1.40756, 1.93538, 1.36108)
H (-2.60646, 1.59749, 2.32942)
H (-4.73769, 2.76561, 1.89330)
H (-5.07471, 3.89381, -0.30317)
H (-3.30222, 3.80906, -2.01781)
H (1.63228, -3.86585, 0.44840)
H (3.94457, -4.64163, 0.09195)
H (5.65490, -3.01826, -0.71668)
H (5.00877, -0.68367, -1.18040)
O (0.03416, -0.67665, -2.98250)
N (-1.21973, -0.94555, -2.86067)
O (-1.82829, -1.60204, -3.65612)
O (-1.75593, -0.45898, -1.79645)

Forces on atoms 1 to 6 (eV/Å):
V 0.52 0.72 0.50
C 0.09 0.09 -0.10
N 0.13 0.15 0.25
C -0.05 -0.03 -0.14
C -0.07 0.04 -0.01
N -0.27 -0.19 0.21